Computed, not measured: an isolated molecule of C3H5NO3, with wB97M-V/def2-TZVPD.

Positions of all 12 atoms, in Å:
N: 0.27604 0.91167 -1.30824
C: 0.70278 1.05575 -0.04117
O: 1.39167 1.96808 0.38531
C: 0.36305 0.00051 1.02504
O: -0.61468 -1.05499 0.92939
C: -1.14587 -1.66797 -0.11237
O: -1.01695 -1.44457 -1.29526
H: -0.23275 0.07846 -1.59607
H: 0.57425 1.60700 -1.97629
H: 1.30179 -0.48592 1.30200
H: 0.02392 0.56913 1.89247
H: -1.79307 -2.47522 0.26020

Cartesian forces (eV/Å) of the 6 atoms listed first:
0.183 0.277 0.154
-0.026 -0.112 0.036
-0.205 -0.182 -0.316
0.178 0.155 0.177
-0.333 -0.165 -0.107
-0.108 -0.105 -0.491

**Orbital gap**: 10.79 eV
**SMILES**: NC(=O)COC=O
**Strongest force on any atom**: 0.680 eV Å⁻¹
**Energy above the lowest of the compared OMol25 structures with the same formula, charge and spin**: 0.992 eV